This record from the OMol25 dataset describes a structure of composition C22H53N5NbO8. The level of theory is ωB97M-V/def2-TZVPD.

Computed properties:
* total charge: -1
* HOMO energy: -4.44 eV
* LUMO level: 1.945 eV
* Kohn-Sham gap: 6.4 eV
* E: -1802.56152 hartree

Geometry (Å):
N 0.917 0.892 -3.315
H -7.009 -1.729 -4.485
H -4.394 -0.248 6.055
H -1.938 2.521 6.331
H 1.477 1.356 -1.344
H 3.365 -0.365 -3.616
H -0.955 1.049 -0.823
C 0.418 -2.252 8.184
H 6.348 0.256 -9.781
H -6.015 1.734 0.116
H 4.958 3.167 -7.670
H -4.750 1.684 -3.171
C 1.374 0.117 -4.325
H 1.437 2.727 -2.430
O 4.519 -3.065 4.491
C 0.173 -3.742 8.291
C 1.687 1.668 -2.365
H 2.076 -3.717 6.711
H -3.269 4.424 -0.489
H 3.722 -1.161 3.293
C -2.668 -0.199 7.287
H 6.682 3.205 -8.055
H -1.963 0.266 -2.046
H 3.549 -4.611 1.980
H -3.220 4.606 -2.248
H 5.213 -4.127 1.650
H -4.429 -0.001 -2.711
H -1.742 0.363 7.292
Nb -3.569 0.499 0.370
C -2.601 4.570 -1.347
H -5.471 -0.008 -4.884
C -6.134 0.236 -4.037
O 0.622 -0.490 -5.071
H 4.625 0.232 -9.389
H -1.132 1.344 5.288
N -3.516 0.227 6.191
O -0.492 3.413 -1.101
H 5.566 2.303 -9.078
H -3.153 -0.052 8.254
H 3.293 1.029 -4.705
O -2.334 2.297 -1.788
H -2.029 5.500 -1.236
H -2.409 -1.254 7.201
C 5.598 -0.182 -9.121
N 3.834 -1.948 2.675
C 5.923 0.079 -7.667
H -4.993 2.575 -1.062
O 6.117 -0.829 -6.880
H -0.665 -3.889 8.965
O -4.095 1.422 4.381
H 2.748 1.540 -2.562
H -1.996 2.710 4.559
C -1.974 0.994 -1.221
H -0.066 -4.170 7.317
H -2.060 -0.287 1.131
H 4.089 -0.994 0.817
C 2.880 0.039 -4.505
C 4.486 -4.301 2.443
C -1.674 3.388 -1.386
H -0.089 0.922 -3.220
C 5.791 2.574 -8.051
C -3.290 1.202 5.262
N 5.993 1.378 -7.264
H 2.430 -1.493 1.175
N 1.422 -1.851 7.371
O -6.016 0.907 -1.742
C -2.002 1.995 5.377
H 4.845 -5.092 3.094
H 1.049 -4.261 8.681
C 3.479 -1.769 1.283
H 3.092 -0.611 -5.347
H -6.787 1.059 -4.360
H 3.352 -2.506 6.811
H -3.187 2.038 1.355
C 2.305 -2.667 6.559
H 1.523 -0.850 7.320
H -8.020 -0.730 -3.423
H 2.184 -2.446 5.500
O -0.281 -1.449 8.782
H 6.204 1.481 -6.285
H 5.579 -1.258 -9.262
H -4.575 -0.388 1.628
C 4.293 -3.064 3.292
H 3.640 -2.696 0.741
C -5.242 0.730 -2.908
H -6.563 -1.482 -2.777
C -5.283 1.567 -0.700
H -3.847 -1.058 -0.587
C -6.982 -0.994 -3.668

Mulliken charges in e: atom 1 (N): 0.014, atom 2 (H): 0.330, atom 3 (H): 0.226, atom 4 (H): 0.365, atom 5 (H): 0.254, atom 6 (H): 0.316, atom 7 (H): 0.841, atom 8 (C): 0.780, atom 9 (H): 0.368, atom 10 (H): 0.490, atom 11 (H): 0.280, atom 12 (H): 0.241, atom 13 (C): 0.831, atom 14 (H): 0.261, atom 15 (O): -0.632, atom 16 (C): -1.356, atom 17 (C): -0.875, atom 18 (H): 0.275, atom 19 (H): 0.207, atom 20 (H): 0.221, atom 21 (C): -0.778, atom 22 (H): 0.284, atom 23 (H): 0.123, atom 24 (H): 0.368, atom 25 (H): 0.309, atom 26 (H): 0.361, atom 27 (H): 0.178, atom 28 (H): 0.266, atom 29 (Nb): -0.888, atom 30 (C): -1.106, atom 31 (H): 0.292, atom 32 (C): -0.528, atom 33 (O): -0.675, atom 34 (H): 0.343, atom 35 (H): 0.322, atom 36 (N): -0.120, atom 37 (O): -0.578, atom 38 (H): 0.297, atom 39 (H): 0.246, atom 40 (H): 0.307, atom 41 (O): 0.056, atom 42 (H): 0.336, atom 43 (H): 0.260, atom 44 (C): -1.319, atom 45 (N): -0.101, atom 46 (C): 0.839, atom 47 (H): 0.296, atom 48 (O): -0.638, atom 49 (H): 0.313, atom 50 (O): -0.599, atom 51 (H): 0.404, atom 52 (H): 0.281, atom 53 (C): -0.947, atom 54 (H): 0.356, atom 55 (H): -0.002, atom 56 (H): 0.274, atom 57 (C): -1.195, atom 58 (C): -1.381, atom 59 (C): 0.748, atom 60 (H): 0.072, atom 61 (C): -0.821, atom 62 (C): 0.709, atom 63 (N): -0.153, atom 64 (H): 0.330, atom 65 (N): -0.054, atom 66 (O): -0.411, atom 67 (C): -1.191, atom 68 (H): 0.316, atom 69 (H): 0.406, atom 70 (C): -0.868, atom 71 (H): 0.293, atom 72 (H): 0.326, atom 73 (H): 0.299, atom 74 (H): -0.016, atom 75 (C): -0.862, atom 76 (H): 0.218, atom 77 (H): 0.240, atom 78 (H): 0.257, atom 79 (O): -0.650, atom 80 (H): 0.215, atom 81 (H): 0.310, atom 82 (H): 0.077, atom 83 (C): 0.844, atom 84 (H): 0.298, atom 85 (C): -0.063, atom 86 (H): 0.291, atom 87 (C): -0.817, atom 88 (H): 0.004, atom 89 (C): -1.039

This record from the OMol25 dataset describes a structure of composition C36H72O20S7. The level of theory is ωB97M-V/def2-TZVPD.

Computed properties:
* HOMO energy: -8.79 eV
* LUMO level: 0.187 eV
* Kohn-Sham gap: 9.0 eV
* E: -5705.97600 hartree

Geometry (Å):
H -4.910 3.250 -2.833
H 1.414 5.306 -1.143
H 1.409 0.324 -3.309
O 2.318 -5.002 -0.255
H 0.387 -4.153 3.975
H 0.345 -2.200 1.978
C 0.706 4.600 -0.710
C -5.589 3.508 -0.774
H 1.654 -2.474 -0.782
C 6.079 0.451 -0.870
H 0.354 -1.660 -4.271
C 1.357 -1.881 1.726
H 1.102 0.009 2.675
H -1.407 3.903 3.445
H 1.802 2.221 -2.806
H -3.154 2.724 -1.536
H 0.057 -2.575 -0.144
O -1.593 1.719 -2.216
C -0.311 3.712 5.650
C 2.425 -1.207 3.918
C 0.023 -1.247 -5.224
H 2.300 3.147 -0.469
O 1.810 -0.831 -0.118
C -1.642 -0.568 -1.088
C 3.124 -2.497 3.786
H -0.907 2.278 2.149
O -0.441 -1.674 4.246
H -0.128 3.967 -4.153
C 1.342 3.222 -0.983
O -1.113 4.571 5.762
H 1.086 1.532 5.548
H 2.049 -4.682 -2.960
H -1.009 -4.391 -2.909
O 0.663 0.646 -1.826
H 0.901 2.294 2.470
H 0.222 -2.068 -5.913
H -3.569 1.141 -2.341
H 0.557 2.403 -4.581
H 5.334 1.280 0.880
O -2.970 1.816 0.847
H 2.720 -0.162 1.991
C -5.585 2.461 0.407
C 1.185 2.110 6.467
H -0.961 -6.333 3.842
C 1.005 -4.940 -2.779
H 1.156 1.318 7.216
H 0.033 0.038 1.721
O 0.173 3.346 4.464
H 0.062 3.402 1.304
H 4.207 -2.545 3.904
H -0.097 -3.557 -4.205
H -3.627 -3.245 3.820
H 1.366 -1.792 0.639
C -0.906 0.183 1.188
H 1.802 -1.337 -2.964
C -0.899 0.813 -4.140
C 1.889 -0.707 2.440
C -2.715 -3.341 4.410
H 0.946 -2.060 -3.064
H -0.114 4.856 3.009
H -0.479 0.570 -3.164
C -0.427 -4.137 3.251
C 1.478 3.223 -2.521
C 0.656 -2.847 -1.013
H 0.488 4.853 0.327
H -5.872 1.863 -2.217
H 0.044 -1.489 -0.083
H 0.107 -4.317 2.318
H -0.544 2.627 -2.992
O 3.861 -3.257 1.413
H 3.050 -0.431 4.360
H 0.785 -5.958 -3.100
C 0.239 1.432 -4.962
H 2.202 3.884 -2.998
H -6.592 3.925 -0.681
H -3.193 -5.531 4.955
O 2.483 -0.141 -4.893
S -0.692 0.911 -1.391
H -1.841 -1.094 -4.132
H 2.955 -0.661 -3.763
O 0.091 2.904 6.602
H 1.999 2.833 6.435
H -1.999 -0.452 -5.706
O 1.998 -4.608 2.464
S -4.134 1.332 0.051
O 3.755 0.232 0.210
H -2.582 -0.075 -0.839
C -2.370 -4.849 4.741
C -3.904 1.948 -1.690
O -0.138 -5.541 -0.406
H 0.123 2.147 0.530
C 4.882 1.108 -0.097
C -0.920 -1.083 0.223
O 2.885 0.243 -1.884
H -1.772 -4.883 5.652
C 0.002 2.871 2.254
H 5.785 -0.178 -1.710
H -2.723 -2.662 5.262
H -1.514 2.184 0.312
H 1.635 -1.250 4.668
C -1.292 -0.521 -4.880
C 0.191 -2.542 -2.442
H -1.737 -1.151 -2.004
C 2.705 -0.133 -0.570
C 2.228 -0.335 -3.020
H -1.704 1.525 -3.962
C -5.162 2.649 -1.959
H -5.585 2.745 1.460
H -4.809 4.227 -0.523
H 6.784 1.263 -1.050
H -1.510 -1.858 0.711
H 0.718 2.422 -0.584
H -1.796 0.035 1.799
H 2.727 -3.183 4.533
H -0.734 -1.969 -2.385
O -4.561 -0.034 -0.020
O -1.656 -2.147 2.083
C -0.693 1.468 0.284
O -1.933 4.165 -1.678
S 2.643 -3.301 2.215
S -1.315 -2.523 3.445
H 4.464 1.924 -0.686
C -1.414 -5.395 3.523
H 6.388 -0.207 -0.058
S 1.018 -4.732 -0.908
H -6.405 1.743 0.402
O 1.436 0.323 -7.173
S -0.650 4.788 -2.055
O -0.475 6.057 -2.782
C -0.331 3.824 3.285
H -1.981 -5.634 2.623
S 1.325 0.099 -5.750
C 0.060 3.515 -3.179
H -0.370 1.675 -5.832
C -0.095 -3.851 -3.156

Here are the Mulliken charges for atoms 1 to 99, given in e: atom 1 (H): 0.336, atom 2 (H): 0.523, atom 3 (H): -1.155, atom 4 (O): -0.683, atom 5 (H): 0.254, atom 6 (H): -0.688, atom 7 (C): -0.921, atom 8 (C): -0.527, atom 9 (H): -0.262, atom 10 (C): -1.239, atom 11 (H): -0.784, atom 12 (C): 1.019, atom 13 (H): -0.186, atom 14 (H): 0.387, atom 15 (H): -0.399, atom 16 (H): -0.554, atom 17 (H): 1.845, atom 18 (O): -0.564, atom 19 (C): 0.674, atom 20 (C): -1.142, atom 21 (C): -0.309, atom 22 (H): 0.826, atom 23 (O): 0.406, atom 24 (C): -1.432, atom 25 (C): -1.187, atom 26 (H): 0.239, atom 27 (O): -0.830, atom 28 (H): 0.918, atom 29 (C): 0.074, atom 30 (O): -0.569, atom 31 (H): -0.266, atom 32 (H): 0.387, atom 33 (H): 0.464, atom 34 (O): 2.028, atom 35 (H): -0.029, atom 36 (H): 0.676, atom 37 (H): 0.330, atom 38 (H): 0.289, atom 39 (H): 0.424, atom 40 (O): -0.408, atom 41 (H): 0.400, atom 42 (C): -0.922, atom 43 (C): -0.021, atom 44 (H): 0.408, atom 45 (C): -1.024, atom 46 (H): 0.270, atom 47 (H): -1.435, atom 48 (O): -0.255, atom 49 (H): -1.128, atom 50 (H): 0.515, atom 51 (H): 0.340, atom 52 (H): 0.311, atom 53 (H): 0.539, atom 54 (C): 0.298, atom 55 (H): 0.003, atom 56 (C): 0.897, atom 57 (C): -0.114, atom 58 (C): -0.832, atom 59 (H): 0.052, atom 60 (H): 0.512, atom 61 (H): -2.231, atom 62 (C): 0.164, atom 63 (C): -0.347, atom 64 (C): 1.138, atom 65 (H): 0.580, atom 66 (H): 0.435, atom 67 (H): -3.175, atom 68 (H): -0.097, atom 69 (H): -0.137, atom 70 (O): -0.792, atom 71 (H): 0.709, atom 72 (H): 0.539, atom 73 (C): -1.211, atom 74 (H): 0.265, atom 75 (H): 0.430, atom 76 (H): 0.431, atom 77 (O): -0.568, atom 78 (S): 2.465, atom 79 (H): 0.550, atom 80 (H): 0.791, atom 81 (O): -0.351, atom 82 (H): 0.301, atom 83 (H): 0.344, atom 84 (O): -0.764, atom 85 (S): 0.997, atom 86 (O): 0.027, atom 87 (H): -0.702, atom 88 (C): -0.626, atom 89 (C): 0.819, atom 90 (O): -0.767, atom 91 (H): 0.715, atom 92 (C): -0.346, atom 93 (C): 0.102, atom 94 (O): -0.645, atom 95 (H): 0.262, atom 96 (C): 1.617, atom 97 (H): 0.261, atom 98 (H): 0.500, atom 99 (H): 1.735

This record from the OMol25 dataset describes a cluster of 6 separate species, H12O6 in total. The level of theory is ωB97M-V/def2-TZVPD.

Computed properties:
* HOMO energy: -10.42 eV
* LUMO level: 0.828 eV
* Kohn-Sham gap: 11.2 eV
* E: -458.57143 hartree
* SMILES: O.O.O.O.O.O

Geometry (Å):
O 1.933 -2.002 2.682
H -5.016 0.372 0.060
O -0.476 0.221 -0.540
O 2.023 3.733 0.659
H -1.776 -2.586 1.806
H 1.844 4.330 -0.170
O -1.427 -2.664 0.940
H 0.200 -0.369 -0.742
H 2.130 -1.461 3.424
H 2.952 3.727 0.674
H -4.343 1.592 0.449
H 2.365 -2.867 3.014
H -1.302 -3.686 0.970
H 1.407 0.545 -4.611
O 2.180 0.083 -4.177
H 2.698 0.812 -4.080
H -1.211 -0.408 -0.715
O -4.181 0.627 0.357

Mulliken charges in e: atom 1 (O): -0.621, atom 2 (H): 0.298, atom 3 (O): -0.620, atom 4 (O): -0.629, atom 5 (H): 0.291, atom 6 (H): 0.325, atom 7 (O): -0.589, atom 8 (H): 0.303, atom 9 (H): 0.306, atom 10 (H): 0.304, atom 11 (H): 0.314, atom 12 (H): 0.321, atom 13 (H): 0.314, atom 14 (H): 0.324, atom 15 (O): -0.615, atom 16 (H): 0.291, atom 17 (H): 0.290, atom 18 (O): -0.608

This record from the OMol25 dataset describes the ion C2H7N2 with charge +1. The level of theory is ωB97M-V/def2-TZVPD.

Computed properties:
* total charge: +1
* HOMO energy: -15.76 eV
* LUMO level: -8.592 eV
* Kohn-Sham gap: 7.2 eV
* E: -189.49366 hartree

Geometry (Å):
C 0.838 0.374 0.429
N -0.546 0.225 0.683
H 1.232 0.432 1.451
H -0.894 0.761 -1.303
N 1.234 -0.935 -0.080
H 2.029 -1.386 0.354
H -1.860 -0.605 -0.543
H 0.439 -1.522 -0.288
H 1.113 1.213 -0.212
H -2.203 1.057 -0.085
C -1.382 0.386 -0.405

Mulliken charges in e: atom 1 (C): -0.191, atom 2 (N): -0.099, atom 3 (H): 0.302, atom 4 (H): 0.368, atom 5 (N): -0.277, atom 6 (H): 0.265, atom 7 (H): 0.386, atom 8 (H): 0.242, atom 9 (H): 0.327, atom 10 (H): 0.328, atom 11 (C): -0.649

Which of these has the highest HOMO energy? C22H53N5NbO8